One molecule with the formula CHN3O2 at a distorted geometry, computed with ωB97M-V with the def2-TZVPD basis set.

Each line ends with the Mulliken charge.
Cartesian coordinates (Å):
O1 -2.20 -0.04 0.05  -0.415
C1 -1.06 0.23 0.11  0.591
N1 -0.31 1.35 0.04  -0.191
N2 0.87 0.88 -0.09  -0.085
N3 1.08 -0.41 0.27  0.020
O2 -0.22 -1.02 -0.08  -0.247
H1 1.84 -0.99 -0.30  0.327

The orbital gap comes out at 9.7 eV. The SMILES is O=c1nn[nH]o1. The energy above the lowest of the compared OMol25 structures with the same formula, charge and spin comes out at 302.4 kJ/mol. As for the molar mass: 87.0 u.

=====

A 2-piece molecular cluster, C4H10F2N2P overall at a distorted geometry, computed with ωB97M-V with the def2-TZVPD basis set.

Each line ends with the Mulliken charge.
Cartesian coordinates (Å):
C1 2.21 -1.97 -0.99  -0.383
C2 -1.52 2.11 1.50  -0.131
C3 0.71 -3.09 0.39  -0.942
C4 -1.17 3.27 -0.54  -0.745
N1 1.19 -1.87 -0.25  0.054
N2 -0.97 2.18 0.39  0.068
F1 -1.13 -0.98 0.00  -0.210
F2 0.51 0.10 -1.44  -0.247
P1 0.32 -0.31 0.08  0.572
H1 2.83 -2.94 -0.99  0.309
H2 2.57 -0.93 -1.40  0.183
H3 -2.36 2.73 1.83  0.272
H4 -1.43 1.24 2.15  0.232
H5 -0.09 -2.81 1.14  0.253
H6 0.43 -3.85 -0.39  0.350
H7 1.39 -3.52 1.04  0.432
H8 -1.26 2.76 -1.57  0.283
H9 -1.98 3.95 -0.25  0.349
H10 -0.24 3.94 -0.68  0.301

The orbital gap (alpha / beta) comes out at 5.3 / 5.7 eV. The expectation value of S² is 2.014. As for the net charge: +1. Its multiplicity is 3. As for the molar mass: 155.1 u.

=====

An isolated ion of composition C8H7O5 and charge -1, computed with ωB97M-V with the def2-TZVPD basis set.

Each line ends with the Mulliken charge.
Cartesian coordinates (Å):
C1 2.33 -0.60 -0.40  -1.077
C2 1.51 -0.30 0.88  -0.396
C3 0.60 0.93 0.73  -1.096
C4 -0.57 0.67 -0.17  0.787
C5 -1.60 -0.17 0.03  0.772
C6 -1.84 -1.09 1.22  0.226
O1 -2.07 -0.50 2.28  -0.699
O2 -1.74 -2.30 0.95  -0.693
C7 -2.51 -0.01 -1.15  0.236
O3 -3.33 -0.72 -1.64  -0.517
O4 -2.14 1.21 -1.78  -0.311
C8 -0.79 1.34 -1.48  0.014
O5 -0.01 1.82 -2.24  -0.583
H1 2.09 -1.59 -0.79  0.259
H2 2.14 0.15 -1.17  0.284
H3 3.40 -0.57 -0.18  0.311
H4 2.21 -0.07 1.69  0.384
H5 0.94 -1.17 1.21  0.397
H6 0.21 1.21 1.71  0.358
H7 1.19 1.75 0.31  0.343

The orbital gap comes out at 8.3 eV. As for the net charge: -1. The SMILES is CCCC1=C(C(=O)[O-])C(=O)OC1=O. The energy above the lowest of the compared OMol25 structures with the same formula, charge and spin comes out at 0.0 kJ/mol. As for the molar mass: 183.1 u.

=====

C24H61N4NaO11 as an isolated structure at a distorted geometry, computed with ωB97M-V with the def2-TZVPD basis set.

Each line ends with the Mulliken charge.
Cartesian coordinates (Å):
Na1 20.83 9.28 -13.66  1.059
N1 18.27 8.96 -14.99  -0.692
O1 17.98 8.25 -15.95  0.888
O2 17.36 9.51 -14.44  -0.002
O3 19.43 9.14 -14.57  -0.628
C1 15.54 8.29 -17.30  -0.585
C2 16.02 9.70 -17.61  -0.031
C3 15.72 10.79 -16.53  -0.211
O4 17.45 9.53 -17.68  -0.618
H1 15.61 7.58 -18.12  0.388
H2 14.47 8.31 -17.10  0.461
H3 16.00 7.79 -16.45  0.744
H4 15.73 10.04 -18.60  0.414
H5 16.12 11.77 -16.77  0.404
H6 16.13 10.50 -15.56  -0.954
H7 14.66 11.01 -16.40  0.463
H8 17.74 9.25 -16.81  0.686
C4 18.47 12.71 -13.31  -1.317
C5 17.54 11.68 -12.60  0.293
C6 16.19 11.54 -13.29  -0.628
O5 18.18 10.37 -12.64  -0.447
H9 18.05 13.70 -13.10  0.499
H10 18.50 12.65 -14.40  0.287
H11 19.50 12.62 -12.98  0.277
H12 17.49 12.01 -11.56  0.435
H13 16.17 10.97 -14.22  -0.126
H14 15.78 12.54 -13.44  0.514
H15 15.55 11.05 -12.57  0.343
H16 17.96 9.86 -13.43  0.452
C7 23.21 8.76 -18.58  -0.834
O6 22.45 8.75 -17.42  -0.250
C8 21.13 9.35 -17.51  0.045
C9 20.10 8.36 -18.21  -1.138
N2 19.32 7.51 -17.34  -0.436
C10 20.06 6.78 -16.32  -0.667
C11 19.23 5.57 -15.82  0.481
O7 20.05 4.82 -14.95  -0.357
C12 19.57 3.50 -14.59  -1.546
H17 23.97 7.98 -18.48  0.243
H18 23.62 9.75 -18.73  0.289
H19 22.57 8.55 -19.44  0.347
H20 21.29 10.28 -18.07  0.395
H21 20.77 9.79 -16.57  -0.319
H22 20.61 7.70 -18.90  0.811
H23 19.54 8.98 -18.91  0.331
H24 18.55 7.93 -16.84  0.192
H25 20.41 7.38 -15.48  0.140
H26 21.01 6.44 -16.74  0.745
H27 18.92 4.92 -16.63  0.855
H28 18.44 5.87 -15.13  -0.179
H29 19.54 2.88 -15.48  0.440
H30 18.60 3.47 -14.09  0.761
H31 20.39 3.07 -14.01  0.438
C13 14.58 2.52 -17.43  -0.836
O8 15.84 2.70 -16.78  -0.291
C14 15.70 2.33 -15.38  -0.866
C15 16.92 2.76 -14.58  -0.766
N3 16.93 4.13 -14.18  -0.374
C16 17.00 5.11 -15.27  -0.101
C17 16.86 6.45 -14.69  0.791
O9 15.56 6.71 -14.21  -0.580
C18 15.43 8.04 -13.70  -0.284
H32 13.96 3.35 -17.09  0.334
H33 14.15 1.52 -17.38  0.310
H34 14.76 2.73 -18.49  0.259
H35 15.62 1.25 -15.31  0.604
H36 14.84 2.79 -14.88  0.325
H37 17.81 2.71 -15.20  0.257
H38 17.06 2.15 -13.68  0.445
H39 16.11 4.33 -13.63  0.432
H40 16.22 4.92 -16.00  0.635
H41 17.97 4.97 -15.75  -1.227
H42 17.11 7.14 -15.50  -1.214
H43 17.66 6.55 -13.96  0.413
H44 15.46 8.78 -14.50  -0.044
H45 16.29 8.39 -13.12  0.032
H46 14.51 8.21 -13.13  0.508
C19 20.81 11.74 -8.89  -0.713
O10 20.63 12.14 -10.24  -0.506
C20 19.75 11.28 -11.00  0.084
C21 20.18 9.78 -11.01  -0.243
N4 21.35 9.64 -11.78  -0.159
C22 22.00 8.32 -11.60  -1.160
C23 21.12 7.10 -11.95  -0.595
O11 20.59 7.22 -13.24  0.101
C24 19.73 6.15 -13.59  -1.139
H47 21.20 12.59 -8.33  0.281
H48 21.52 10.93 -8.74  0.230
H49 19.83 11.51 -8.46  0.331
H50 19.61 11.59 -12.03  -0.720
H51 18.76 11.48 -10.58  0.526
H52 19.37 9.24 -11.50  -0.088
H53 20.23 9.36 -10.01  0.537
H54 22.01 10.32 -11.41  0.323
H55 22.32 8.23 -10.56  0.484
H56 22.84 8.31 -12.29  0.469
H57 20.30 6.97 -11.24  0.500
H58 21.78 6.24 -11.94  0.285
H59 20.27 5.20 -13.69  1.324
H60 19.35 6.45 -14.56  -2.482
H61 18.89 6.07 -12.90  0.410

The orbital gap comes out at 7.3 eV. As for the molar mass: 604.8 u.

=====

A 11-piece molecular cluster, C40H75N2O14S2 overall at a distorted geometry, computed with ωB97M-V with the def2-TZVPD basis set.

Each line ends with the Mulliken charge.
Cartesian coordinates (Å):
C1 -0.63 -1.98 3.12  -1.243
C2 -1.04 -1.15 1.81  2.370
C3 -2.64 -1.35 1.70  -0.856
O1 -3.24 -0.54 0.67  -0.294
C4 -3.48 0.75 1.08  0.763
O2 -3.32 1.64 0.27  -0.514
C5 -4.00 1.15 2.50  -0.812
S1 -2.61 1.60 3.68  -0.037
C6 -1.60 2.75 2.65  -0.341
N1 -2.29 3.89 2.32  0.135
C7 -1.37 4.61 1.51  -0.298
C8 -0.15 3.82 1.42  -0.385
N2 -0.34 2.63 2.16  0.255
O3 -0.30 -1.77 0.72  -0.495
C9 -0.15 -0.90 -0.38  0.344
O4 -0.54 0.26 -0.41  -0.256
C10 0.61 -1.46 -1.72  -0.299
S2 2.25 -0.58 -1.92  -0.204
H1 0.31 -1.59 3.61  0.124
H2 -0.55 -3.08 2.88  0.279
H3 -1.47 -1.86 3.85  0.356
H4 -0.75 -0.09 2.03  -1.138
H5 -3.14 -1.29 2.70  0.276
H6 -2.76 -2.43 1.37  0.241
H7 -4.66 0.36 2.96  0.483
H8 -4.64 2.08 2.42  0.476
H9 -3.24 4.13 2.60  0.268
H10 -1.61 5.59 1.04  0.394
H11 0.79 4.07 0.83  0.571
H12 0.27 1.82 2.31  0.250
H13 0.72 -2.57 -1.73  0.309
H14 0.00 -1.13 -2.61  0.216
H15 2.06 0.71 -1.46  0.090
C11 -3.94 -4.28 -1.80  -1.058
C12 -3.12 -4.97 -0.74  0.768
O5 -3.60 -5.28 0.33  -0.615
C13 -1.68 -5.24 -1.04  -0.678
H16 -4.96 -4.14 -1.43  0.301
H17 -3.51 -3.30 -2.02  0.320
H18 -3.97 -4.90 -2.69  0.472
H19 -1.16 -4.30 -1.23  -0.147
H20 -1.61 -5.90 -1.91  0.407
H21 -1.22 -5.74 -0.19  0.313
C14 2.86 6.70 -1.79  -0.617
C15 2.94 6.49 -0.30  0.662
O6 2.24 5.67 0.26  -0.521
C16 3.93 7.33 0.46  -1.031
H22 2.10 6.03 -2.20  0.154
H23 2.57 7.73 -2.00  0.382
H24 3.82 6.47 -2.25  0.050
H25 3.69 8.38 0.35  0.337
H26 4.94 7.13 0.10  0.254
H27 3.88 7.07 1.52  0.288
C17 -0.36 -2.40 -6.55  -1.087
C18 0.45 -3.09 -5.49  0.885
O7 -0.04 -3.42 -4.43  -0.515
C19 1.90 -3.36 -5.79  -1.149
H28 -1.39 -2.27 -6.20  0.262
H29 0.06 -1.42 -6.77  0.242
H30 -0.38 -3.01 -7.46  0.397
H31 2.43 -2.42 -5.97  0.313
H32 1.99 -4.01 -6.67  0.380
H33 2.37 -3.86 -4.94  0.284
C20 -0.31 2.39 -2.93  -0.340
C21 0.59 2.67 -4.10  0.757
O8 1.59 3.35 -3.99  -0.465
C22 0.20 2.08 -5.43  -0.994
H34 0.09 2.88 -2.04  -0.027
H35 -1.31 2.78 -3.12  0.485
H36 -0.35 1.31 -2.75  -0.171
H37 -0.78 2.46 -5.73  0.386
H38 0.17 0.99 -5.35  0.113
H39 0.93 2.36 -6.19  0.241
C23 3.72 4.60 -6.18  -0.924
C24 5.16 4.87 -5.81  0.766
O9 5.45 5.35 -4.74  -0.448
C25 6.21 4.53 -6.84  -1.152
H40 3.07 4.89 -5.36  0.152
H41 3.45 5.18 -7.07  0.396
H42 3.58 3.53 -6.37  0.275
H43 6.05 5.10 -7.75  0.328
H44 6.18 3.46 -7.05  0.328
H45 7.20 4.77 -6.44  0.272
C26 -2.40 -1.16 8.00  -0.965
C27 -1.68 -2.26 7.27  0.792
O10 -1.30 -2.13 6.13  -0.518
C28 -1.46 -3.55 8.03  -0.828
H46 -2.49 -0.29 7.34  0.148
H47 -3.40 -1.49 8.28  0.303
H48 -1.84 -0.86 8.88  0.345
H49 -2.42 -3.98 8.31  0.088
H50 -0.85 -3.36 8.91  0.360
H51 -0.93 -4.25 7.39  0.266
C29 -6.15 -5.72 10.73  -1.106
C30 -5.25 -5.46 9.55  0.781
O11 -4.25 -4.79 9.65  -0.526
C31 -5.65 -6.08 8.23  -1.018
H52 -5.75 -5.22 11.61  0.295
H53 -7.15 -5.33 10.53  0.325
H54 -6.20 -6.79 10.93  0.328
H55 -6.62 -5.70 7.92  0.318
H56 -5.67 -7.17 8.32  0.327
H57 -4.91 -5.81 7.47  0.241
C32 4.50 -2.11 5.22  -1.218
C33 3.42 -1.91 4.19  0.850
O12 2.33 -2.41 4.31  -0.494
C34 3.75 -1.05 2.99  -0.792
H58 4.12 -2.74 6.02  0.312
H59 5.36 -2.60 4.76  0.345
H60 4.79 -1.14 5.64  0.337
H61 4.58 -1.50 2.43  0.346
H62 4.02 -0.05 3.31  0.332
H63 2.89 -1.00 2.33  -0.008
C35 -7.00 -2.69 -4.21  -0.984
C36 -6.38 -3.96 -4.72  0.754
O13 -5.47 -4.50 -4.14  -0.500
C37 -6.95 -4.54 -5.99  -1.120
H64 -6.49 -2.38 -3.29  0.190
H65 -6.88 -1.89 -4.95  0.332
H66 -8.05 -2.84 -3.99  0.330
H67 -6.83 -3.83 -6.81  0.329
H68 -8.01 -4.78 -5.85  0.329
H69 -6.41 -5.46 -6.24  0.299
C38 9.94 5.64 -2.27  -1.148
C39 8.49 6.01 -2.07  0.793
O14 8.16 6.92 -1.34  -0.562
C40 7.46 5.20 -2.82  -0.283
H70 10.56 6.31 -1.67  0.314
H71 10.11 4.62 -1.94  0.322
H72 10.21 5.76 -3.32  0.308
H73 7.52 4.16 -2.52  0.344
H74 7.62 5.29 -3.89  0.080
H75 6.47 5.58 -2.59  -0.149

The orbital gap comes out at 7.6 eV. As for the net charge: +1. As for the molar mass: 872.2 u.

=====

A 2-piece molecular cluster, C36H30NO3 overall at a distorted geometry, computed with ωB97M-V with the def2-TZVPD basis set.

Each line ends with the Mulliken charge.
Cartesian coordinates (Å):
C1 -3.58 1.42 3.04  -0.642
C2 -2.77 2.53 2.72  -0.588
C3 -1.45 2.35 2.29  -0.744
C4 -0.86 1.05 2.33  -0.005
C5 0.52 0.82 2.02  0.321
C6 1.47 1.90 2.01  0.426
C7 2.91 1.54 2.35  0.557
C8 3.81 2.61 2.37  -0.581
C9 5.17 2.40 2.58  -0.528
C10 5.66 1.09 2.76  -0.543
C11 4.75 0.03 2.83  -0.657
C12 3.37 0.26 2.71  0.006
O1 1.21 3.10 1.75  -0.907
C13 -1.69 -0.05 2.74  -0.280
C14 -3.02 0.14 3.05  -0.499
H1 -4.64 1.56 3.31  0.342
H2 -3.18 3.53 2.77  0.350
H3 -0.83 3.18 1.94  0.472
H4 0.86 -0.19 2.29  0.077
H5 3.44 3.61 2.15  0.372
H6 5.82 3.27 2.61  0.372
H7 6.71 0.92 2.94  0.383
H8 5.12 -0.99 2.99  0.356
H9 2.67 -0.57 2.84  0.384
H10 -1.24 -1.04 2.81  0.306
H11 -3.64 -0.72 3.31  0.488
C15 4.26 3.08 -3.59  -0.477
C16 2.95 2.67 -3.29  -0.476
C17 2.76 1.77 -2.25  -0.202
C18 3.85 1.20 -1.58  0.332
C19 5.15 1.60 -1.87  -0.452
C20 5.35 2.57 -2.86  -0.483
C21 3.38 0.11 -0.68  -0.196
O2 4.07 -0.70 -0.06  -0.719
C22 1.91 0.14 -0.79  -0.402
C23 1.13 -0.67 -0.02  0.490
C24 -0.08 -1.28 -0.47  0.216
C25 -0.50 -1.25 -1.83  -0.821
C26 -1.78 -1.63 -2.19  0.587
C27 -2.70 -2.07 -1.20  0.549
N1 -4.01 -2.30 -1.51  0.079
C28 -4.47 -2.39 -2.87  -0.656
C29 -3.73 -1.42 -3.78  -0.895
C30 -2.21 -1.55 -3.62  -0.859
C31 -4.92 -2.88 -0.54  -0.803
C32 -4.56 -2.51 0.88  -0.768
C33 -3.12 -2.93 1.15  -1.021
C34 -2.20 -2.35 0.12  0.226
C35 -0.90 -1.99 0.44  -1.028
C36 1.47 1.22 -1.72  0.256
O3 0.35 1.61 -1.98  -0.737
H12 4.43 3.78 -4.41  0.363
H13 2.09 3.00 -3.86  0.481
H14 5.97 1.12 -1.35  0.478
H15 6.36 2.92 -3.10  0.361
H16 1.59 -1.11 0.85  0.837
H17 0.16 -0.88 -2.62  0.563
H18 -4.35 -3.41 -3.26  0.288
H19 -5.54 -2.18 -2.87  0.398
H20 -4.01 -1.60 -4.82  0.383
H21 -4.03 -0.40 -3.55  0.317
H22 -1.71 -0.72 -4.13  0.379
H23 -1.88 -2.47 -4.13  0.312
H24 -5.93 -2.54 -0.79  0.444
H25 -4.93 -3.98 -0.64  0.296
H26 -4.66 -1.43 1.03  0.357
H27 -5.25 -3.00 1.58  0.329
H28 -2.82 -2.62 2.16  0.382
H29 -3.04 -4.03 1.12  0.374
H30 -0.52 -2.23 1.44  0.679

The orbital gap comes out at 5.2 eV. As for the net charge: -1. As for the molar mass: 524.6 u.